[1]
{"formula": "C39H49BBrGdN9O", "method": "wB97M-V/def2-TZVPD", "species": ["Gd", "C", "C", "C", "C", "C", "N", "N", "B", "N", "N", "C", "C", "C", "C", "C", "N", "N", "C", "C", "C", "C", "C", "H", "H", "H", "H", "H", "H", "H", "H", "H", "H", "H", "H", "H", "H", "H", "H", "H", "H", "H", "H", "H", "H", "C", "C", "C", "C", "C", "C", "C", "Br", "C", "O", "C", "C", "C", "C", "C", "C", "H", "H", "H", "H", "H", "H", "H", "H", "H", "H", "H", "H", "H", "H", "H", "H", "H", "H", "H", "H", "N", "C", "C", "C", "C", "C", "C", "C", "N", "C", "C", "N", "C", "H", "H", "H", "H", "H", "H", "H"], "coordinates": [[-21.2391, 16.3842, 0.0111], [-23.8005, 15.3172, -2.8133], [-24.0339, 16.6227, -2.1042], [-24.8771, 17.6316, -2.5982], [-24.9488, 18.6162, -1.5681], [-25.8584, 19.7976, -1.5454], [-24.1161, 18.2102, -0.5897], [-23.4527, 16.9796, -0.9802], [-23.4550, 19.0279, 0.5643], [-23.3529, 18.0341, 1.8251], [-22.5604, 16.8907, 1.7479], [-22.5779, 16.3199, 3.0178], [-21.7370, 15.0969, 3.3028], [-23.4368, 17.1056, 3.8258], [-23.9297, 18.1665, 2.9924], [-25.0133, 19.1814, 3.3541], [-21.9871, 19.4026, 0.0459], [-21.1498, 18.5151, -0.7657], [-20.3613, 19.2672, -1.5264], [-19.3223, 18.6900, -2.4683], [-20.7436, 20.6351, -1.3576], [-21.7241, 20.6834, -0.3288], [-22.3296, 21.8753, 0.3360], [-22.7741, 14.9737, -2.5053], [-24.4761, 14.4342, -2.4809], [-23.8500, 15.3529, -3.8975], [-25.5018, 17.5494, -3.4600], [-26.4201, 19.7965, -2.5100], [-26.5661, 19.7951, -0.6815], [-25.3629, 20.8272, -1.5243], [-24.0059, 20.0509, 0.8331], [-20.9020, 15.0240, 2.6000], [-21.3746, 15.1142, 4.3788], [-22.3920, 14.2812, 3.2012], [-23.6457, 16.9325, 4.8511], [-24.6849, 19.5840, 4.3381], [-25.1319, 19.9612, 2.6424], [-25.9524, 18.6655, 3.5555], [-18.3817, 19.2501, -2.6428], [-18.9289, 17.7594, -2.0253], [-19.7704, 18.5326, -3.4318], [-20.4082, 21.4977, -1.9412], [-21.6884, 22.7749, 0.1779], [-23.3875, 22.0235, -0.0584], [-22.3243, 21.8294, 1.4251], [-13.6553, 13.7633, 1.1740], [-14.0278, 14.9298, 2.0706], [-14.2866, 14.4284, 3.5421], [-12.8566, 15.9232, 2.1189], [-15.2696, 15.6946, 1.5659], [-15.7724, 15.6083, 0.2691], [-17.0767, 15.9535, -0.0656], [-17.9045, 15.2424, -1.6057], [-17.9059, 16.6254, 0.8245], [-19.1798, 16.6500, 0.6522], [-17.2626, 17.1446, 1.9742], [-16.0640, 16.4964, 2.3728], [-17.7888, 18.2048, 2.8405], [-18.5800, 17.5341, 4.0468], [-16.6148, 18.9975, 3.4413], [-18.7689, 19.1637, 2.0976], [-12.7395, 13.2520, 1.5425], [-13.5155, 13.9989, 0.0913], [-14.5292, 13.0719, 1.1337], [-13.5233, 13.5872, 3.7261], [-15.3491, 13.9976, 3.6694], [-14.2255, 15.3229, 4.2720], [-11.9495, 15.3966, 2.3205], [-13.0509, 16.7319, 2.9016], [-12.7531, 16.3835, 1.1550], [-15.0675, 15.2685, -0.4789], [-15.5971, 16.8186, 3.3095], [-17.8966, 16.8691, 4.6130], [-19.4096, 16.9170, 3.6524], [-18.9884, 18.3091, 4.6750], [-16.1465, 18.4401, 4.2708], [-16.9927, 19.9331, 3.8766], [-15.8705, 19.2859, 2.7182], [-19.4662, 18.5760, 1.4717], [-18.1476, 19.8637, 1.5208], [-19.2744, 19.8473, 2.7746], [-20.1905, 5.7710, -2.8589], [-20.5397, 6.8702, -2.6521], [-20.9671, 8.1484, -2.2158], [-22.2858, 8.2958, -1.6979], [-22.6569, 9.5474, -1.2087], [-21.7999, 10.6472, -1.3662], [-20.5436, 10.4976, -1.9542], [-20.0665, 9.2471, -2.2911], [-22.2077, 11.9146, -0.8382], [-23.4950, 12.3288, -0.4051], [-23.3959, 13.6476, -0.0821], [-22.0528, 14.0566, -0.3196], [-21.3996, 13.0084, -0.7970], [-22.9283, 7.4023, -1.5445], [-23.6037, 9.6203, -0.6838], [-19.9125, 11.4112, -2.0725], [-19.0723, 8.9603, -2.5076], [-24.3759, 11.7215, -0.4376], [-24.1282, 14.3551, 0.2838], [-20.3553, 12.9802, -1.1484]], "forces_ev_per_angstrom": [[-0.3, -2.2, -1.7], [0.8, -1.9, 1.4], [-0.6, 0.5, -1.5], [-0.5, 0.7, 1.9], [0.5, -1.7, -1.2], [-0.2, 1.6, -0.2], [1.3, -0.9, -0.5], [-2.0, 1.5, 1.1], [0.8, -1.6, -0.3], [0.5, -0.2, -2.0], [-1.6, 0.9, 3.8], [-0.7, 2.4, -1.2], [0.1, 1.6, 1.3], [0.5, 0.0, -1.6], [-0.3, -1.2, 1.8], [1.5, -1.1, 1.6], [0.8, -0.4, -1.5], [-0.6, 2.7, 0.9], [-1.1, 2.0, 0.2], [0.6, -0.3, 1.1], [-0.3, 0.2, 0.7], [1.8, -1.1, -1.1], [-0.5, 1.0, -0.6], [-0.8, 0.2, -0.6], [0.8, 1.7, -0.4], [-0.1, 0.4, 0.0], [-0.2, 0.2, -0.3], [0.2, -0.1, 0.9], [0.5, -0.2, -0.7], [-0.2, -1.5, 0.1], [-0.2, -0.3, 0.0], [0.0, -0.1, 0.2], [-0.3, 0.0, -1.4], [-0.5, -1.5, -0.2], [-0.3, 0.0, 0.6], [-0.4, 0.1, -0.6], [-0.1, 0.5, -0.5], [0.0, 0.0, -0.3], [-0.9, 0.4, 0.4], [-0.5, 0.1, -0.5], [-0.2, -0.4, -0.5], [0.1, -0.4, 0.5], [-0.7, -0.6, -0.5], [1.4, 0.2, 0.7], [-0.4, -0.6, 0.0], [-0.8, -0.9, -1.0], [-0.3, 0.9, 0.7], [-0.6, -0.2, 0.2], [-1.1, 1.1, 0.9], [-0.7, -0.2, 0.5], [-0.2, -0.3, -1.9], [2.1, -1.5, -0.9], [0.3, 0.0, -0.2], [-2.7, 0.0, 0.2], [3.8, 0.5, 0.9], [2.3, -1.2, 1.4], [-0.2, 1.6, 0.7], [-1.5, 0.9, 1.5], [0.6, -0.7, -1.1], [-0.6, 0.3, 1.0], [0.9, -0.2, -0.3], [-0.7, 0.3, -0.2], [0.3, 0.2, 0.9], [0.8, 0.0, 0.3], [-1.1, 1.5, 0.2], [1.7, 0.5, -0.3], [0.3, -1.7, -1.0], [0.7, -0.3, 0.4], [0.4, -1.0, -1.0], [0.2, 0.4, -0.5], [-0.5, -0.5, -0.3], [-0.5, -0.3, -0.2], [-0.4, 0.4, -0.2], [0.3, 0.3, 0.2], [-0.1, 0.2, 0.3], [-0.1, 0.3, -0.4], [0.0, -0.2, 0.0], [0.3, -0.1, -0.4], [0.3, 0.9, 0.4], [-0.3, -0.4, -0.5], [-0.3, -0.4, 0.4], [-0.8, 2.5, 0.2], [1.0, -3.3, -0.1], [-0.9, 1.3, 0.3], [1.0, -0.1, 0.2], [0.2, -0.3, -0.2], [-0.8, -0.6, 0.2], [0.8, 1.2, 0.3], [-2.2, -1.3, 0.5], [-0.5, 0.3, -0.5], [1.0, 0.4, -0.2], [2.0, -0.4, -0.4], [-0.7, -1.1, -0.1], [-0.8, 0.3, 0.5], [0.5, 0.9, -0.3], [0.1, 0.2, -0.1], [-0.4, -1.2, 0.1], [1.0, 0.5, -0.6], [0.1, -0.4, 0.0], [0.1, -0.2, -0.1], [-0.8, 0.3, 0.5]], "total_charge": 1, "spin_multiplicity": 8, "gap_ev": [4.99, 2.14], "homo_ha": [-0.2697, -0.2793], "e_lumo_ev": [-2.35, -5.46]}


[2]
{"formula": "C5H8O", "method": "wB97M-V/def2-TZVPD", "species": ["C", "C", "C", "C", "O", "C", "H", "H", "H", "H", "H", "H", "H", "H"], "coordinates": [[-1.7721, -1.4430, -0.1445], [-1.3339, -0.6494, 0.8287], [-0.0764, 0.1103, 0.8443], [0.5742, 0.6300, -0.1967], [-0.0451, 0.9661, -1.3658], [2.0601, 0.8940, -0.2531], [-2.6619, -2.0388, 0.0519], [-1.4724, -1.5188, -1.1812], [-1.9310, -0.5554, 1.7288], [0.3218, 0.2316, 1.8429], [-0.8588, 0.4416, -1.3853], [2.3042, 0.9817, -1.3059], [2.6088, 0.1202, 0.2689], [2.2826, 1.8299, 0.2669]], "forces_ev_per_angstrom": [[-1.4, -0.3, 0.0], [0.4, 0.8, -0.4], [-0.6, -0.3, 0.4], [0.5, 0.3, -0.1], [0.1, -1.2, -0.2], [-0.9, 0.9, 0.6], [0.0, 0.2, 0.0], [0.8, -0.1, 0.1], [0.1, -0.4, 0.1], [0.7, -0.4, -0.1], [-0.2, 0.5, -0.1], [0.4, 0.0, 0.0], [0.1, -0.2, -0.2], [0.1, 0.1, -0.2]], "total_charge": 0, "gap_ev": 9.14, "smiles": "C=C/C=C(/C)O", "homo_ha": -0.2989, "e_lumo_ev": 1.01}


[3]
{"formula": "C22H28BF7N2O28P2", "method": "wB97M-V/def2-TZVPD", "species": ["N", "P", "N", "C", "O", "O", "B", "O", "O", "P", "O", "O", "O", "H", "H", "H", "H", "H", "H", "H", "C", "C", "O", "C", "O", "O", "F", "H", "H", "H", "C", "C", "O", "C", "O", "O", "F", "H", "H", "H", "C", "C", "O", "C", "O", "O", "F", "H", "H", "H", "C", "C", "O", "C", "O", "O", "F", "H", "H", "H", "C", "C", "O", "C", "O", "O", "F", "H", "H", "H", "C", "C", "O", "C", "O", "O", "F", "H", "H", "H", "C", "C", "O", "C", "O", "O", "F", "H", "H", "H"], "coordinates": [[4.3647, -1.7101, -3.6444], [4.7369, -0.2804, -2.9734], [5.1090, 0.8126, -4.3235], [4.2270, 1.9916, -4.3661], [4.3432, 3.0196, -3.6763], [3.1196, 1.9063, -5.2762], [1.9529, 1.3437, -4.5979], [1.1654, 2.1059, -3.6542], [1.5387, -0.0248, -4.8237], [6.8115, 1.2142, -4.4689], [7.6977, 0.7495, -3.3186], [7.3710, 0.3866, -5.8710], [7.1195, 2.8549, -4.7495], [4.4709, -1.5721, -4.6678], [5.8191, -0.5130, -2.0734], [3.5828, 0.1021, -2.2067], [1.7560, 2.8289, -3.3222], [2.3712, -0.5430, -4.9565], [6.6228, 0.4998, -6.5151], [7.7745, 3.1427, -4.0698], [3.2537, 3.9413, -7.5616], [2.5622, 5.1987, -7.1406], [2.1714, 5.7786, -8.3690], [1.9875, 4.7327, -9.2236], [1.4031, 4.8094, -10.2626], [2.5462, 3.5861, -8.7428], [3.4205, 6.0423, -6.5189], [4.3084, 4.1016, -7.8045], [3.1822, 3.1537, -6.8086], [1.6805, 5.0389, -6.5128], [1.5745, 2.0382, 1.5840], [1.4537, 2.5319, 0.1786], [2.7870, 2.4870, -0.2954], [3.3857, 1.4799, 0.3995], [4.4231, 0.9713, 0.0848], [2.6562, 1.1158, 1.4886], [1.0277, 3.8188, 0.1479], [1.8360, 2.8325, 2.2894], [0.6615, 1.5424, 1.9346], [0.8155, 1.9157, -0.4620], [-3.4393, 1.6056, 1.1555], [-3.9508, 1.6420, 2.5596], [-2.8978, 1.0562, 3.3009], [-1.7653, 1.3400, 2.6080], [-0.6568, 1.2427, 3.0585], [-2.0373, 1.7562, 1.3415], [-5.0528, 0.8730, 2.6940], [-3.6396, 0.6526, 0.6586], [-3.8438, 2.4124, 0.5430], [-4.1521, 2.6477, 2.9398], [1.7279, 0.5388, 4.9461], [2.4702, -0.1282, 6.0600], [3.7560, 0.4533, 5.9842], [3.5616, 1.7012, 5.4714], [4.3715, 2.5778, 5.5124], [2.3245, 1.8280, 4.9117], [2.5853, -1.4604, 5.8398], [1.8789, 0.0434, 3.9827], [0.6574, 0.6072, 5.1407], [2.0453, 0.0474, 7.0526], [-6.5550, -2.8914, 5.0906], [-6.5644, -1.4001, 5.1839], [-5.3790, -1.0267, 4.5084], [-5.1660, -2.0055, 3.5840], [-4.4183, -1.9021, 2.6547], [-5.9134, -3.1139, 3.8420], [-6.4728, -0.9924, 6.4733], [-5.9705, -3.3605, 5.8875], [-7.5580, -3.3137, 5.0967], [-7.4255, -0.9247, 4.7055], [1.9166, -2.7862, 0.8788], [1.7859, -2.2861, -0.5252], [3.1107, -2.3321, -1.0098], [3.7142, -3.3450, -0.3232], [4.7443, -3.8531, -0.6446], [2.9897, -3.7102, 0.7733], [1.3631, -0.9948, -0.5460], [2.1863, -1.9948, 1.5844], [1.0090, -3.2775, 1.2327], [1.1403, -2.8973, -1.1624], [-9.0545, -6.6084, 3.5521], [-10.0522, -6.2354, 2.5021], [-10.5260, -4.9774, 2.9408], [-9.4934, -4.4200, 3.6295], [-9.4251, -3.2599, 3.9167], [-8.5421, -5.3423, 3.9461], [-11.0891, -7.1051, 2.4852], [-9.5138, -7.0988, 4.4147], [-8.2618, -7.2498, 3.1650], [-9.6330, -6.1397, 1.4964]], "forces_ev_per_angstrom": [[0.4, 2.5, -0.6], [-0.9, -4.9, -0.8], [0.3, 2.9, 0.4], [-1.0, 3.4, 1.3], [-0.1, -3.9, -2.4], [1.1, -1.5, 2.7], [-2.2, -1.4, 0.9], [2.9, -0.7, -1.6], [2.1, 2.9, 0.4], [5.4, -0.7, 0.9], [-2.7, 0.9, -2.4], [-3.2, 2.3, 1.8], [-1.1, -2.5, 0.2], [0.0, -0.6, 0.7], [-0.3, 1.2, -0.3], [0.8, 1.0, -0.4], [-0.9, -0.4, -0.4], [-0.9, 0.1, -0.1], [1.1, -0.4, 0.2], [-0.7, -0.5, -0.4], [0.5, -0.9, 0.4], [0.4, 0.6, 0.2], [-0.2, -0.7, 0.1], [-0.6, -0.1, -1.5], [0.5, -0.1, 0.8], [-0.3, 0.6, -0.1], [-0.1, 0.1, 0.2], [-0.1, 0.3, 0.1], [-0.1, 0.2, -0.5], [0.1, 0.1, 0.1], [-0.7, -0.2, 0.6], [-0.2, 0.5, 0.0], [0.0, -0.7, 0.1], [1.1, -0.6, 0.1], [-0.7, 0.3, 0.1], [0.5, 0.2, -0.8], [-0.1, 0.1, -0.2], [0.0, 0.1, -0.2], [0.9, 0.2, -0.3], [0.0, 0.2, -0.1], [-0.3, 0.2, -1.0], [-0.8, -0.5, 0.2], [0.7, 0.6, -0.4], [0.6, -0.3, 0.3], [-1.5, -0.2, 0.1], [0.4, -0.2, 0.8], [-0.1, 0.4, 0.0], [-0.1, 0.0, 0.3], [0.3, 0.0, 0.1], [-0.1, -0.1, 0.1], [-1.0, 0.0, -0.3], [0.3, -0.6, -0.1], [-0.6, 0.5, 0.1], [1.1, 1.2, -0.2], [-0.7, -0.7, -0.1], [0.5, -0.1, 0.3], [0.0, -0.1, 0.2], [0.1, -0.1, 0.2], [0.1, 0.2, -0.1], [0.1, -0.2, 0.0], [-0.6, -0.9, 0.4], [0.1, 0.3, 0.6], [-0.3, -0.6, -0.4], [0.9, -0.1, -1.0], [-0.5, -0.2, 0.7], [0.3, 0.7, -0.2], [-0.1, 0.2, 0.1], [0.1, 0.3, 0.0], [0.2, 0.1, -0.2], [0.0, 0.0, 0.2], [-0.5, -0.2, 0.9], [0.1, 0.5, -0.2], [-0.5, -0.5, 0.5], [1.7, -0.8, -0.3], [-0.9, 0.5, 0.4], [0.1, 0.2, -0.5], [-0.1, 0.2, -0.2], [0.0, 0.1, -0.2], [0.2, -0.1, 0.0], [0.0, 0.2, 0.0], [0.7, -0.8, 0.3], [-0.7, -0.4, -0.1], [0.8, 0.1, 0.0], [0.0, 1.2, 0.4], [-0.1, -0.9, -0.2], [-0.5, 0.5, -0.2], [0.0, 0.0, -0.2], [-0.2, 0.0, -0.2], [0.1, 0.2, 0.1], [-0.2, -0.1, 0.0]], "total_charge": 0, "gap_ev": 8.23, "smiles": "N=[PH2]N(C(=O)OB(O)O)P(=O)(O)O.O=C1OC[C@@H](F)O1.O=C1OC[C@@H](F)O1.O=C1OC[C@@H](F)O1.O=C1OC[C@@H](F)O1.O=C1OC[C@@H](F)O1.O=C1OC[C@@H](F)O1.O=C1OC[C@@H](F)O1", "homo_ha": -0.3248, "e_lumo_ev": -0.61}


[4]
{"formula": "C13H10ClN3O4S2", "method": "wB97M-V/def2-TZVPD", "species": ["C", "N", "S", "O", "O", "C", "C", "C", "O", "C", "H", "C", "O", "N", "C", "N", "C", "C", "C", "C", "H", "H", "H", "H", "H", "S", "C", "C", "H", "Cl", "H", "H", "H"], "coordinates": [[0.4500, 3.2963, 0.2458], [-0.2572, 2.0338, 0.2171], [0.2264, 0.9213, 1.3742], [-0.8079, -0.0502, 1.5194], [0.6611, 1.6314, 2.5339], [1.6369, 0.1550, 0.5832], [1.8211, 0.2921, -0.7713], [0.9583, 0.9879, -1.7076], [1.2297, 1.1848, -2.8681], [-0.3757, 1.4308, -1.0942], [-0.8390, 2.1530, -1.7798], [-1.2953, 0.1840, -1.0074], [-0.9090, -0.9139, -1.3289], [-2.5434, 0.5206, -0.6200], [-3.6005, -0.3274, -0.2853], [-4.6430, 0.3215, 0.2159], [-5.7105, -0.3766, 0.5617], [-5.7944, -1.7522, 0.4251], [-4.6997, -2.4230, -0.1025], [-3.5752, -1.7078, -0.4731], [-2.7018, -2.1864, -0.8799], [-4.7210, -3.4950, -0.2248], [-6.6855, -2.2829, 0.7212], [-6.5298, 0.2042, 0.9655], [-2.7092, 1.4722, -0.3154], [3.2783, -0.4990, -1.2882], [3.5977, -0.9979, 0.3353], [2.6407, -0.5759, 1.2249], [2.6578, -0.7711, 2.2805], [4.9774, -1.9084, 0.7161], [-0.1558, 4.0561, -0.2499], [1.4281, 3.2409, -0.2445], [0.5846, 3.5622, 1.2909]], "forces_ev_per_angstrom": [[0.3, 0.5, 0.2], [0.2, -0.6, 0.6], [0.2, -0.1, 0.3], [0.1, -0.1, -0.1], [0.3, 0.2, -0.1], [-0.6, 0.6, -0.5], [0.9, -0.4, 0.2], [-0.4, 0.2, -0.2], [0.0, 0.0, 0.1], [-0.3, -0.4, -0.5], [0.1, -0.1, 0.1], [-0.1, 0.3, -0.6], [0.1, -0.1, -0.2], [-0.3, 0.3, 0.0], [-0.2, -0.4, 0.0], [0.3, 0.3, -0.1], [-0.2, -0.2, 0.0], [0.0, 0.0, 0.0], [-0.1, 0.3, 0.1], [0.1, 0.0, 0.0], [0.0, 0.0, 0.0], [0.0, -0.1, 0.0], [-0.1, 0.0, 0.0], [-0.1, -0.1, 0.0], [0.1, -0.1, 0.0], [-0.4, 0.1, 0.6], [-0.7, 0.5, -0.1], [0.5, -0.3, 0.0], [0.1, -0.1, 0.2], [0.2, -0.1, 0.0], [0.0, -0.1, 0.0], [0.0, 0.0, 0.0], [0.1, 0.2, -0.1]], "total_charge": 0, "gap_ev": 8.13, "smiles": "CN1[C@H](C(=O)Nc2ccccn2)C(=O)c2sc(Cl)cc2S1(=O)=O", "homo_ha": -0.3301, "e_lumo_ev": -0.86}